Model one:
Computed, not measured: an isolated ion of composition C2H8N3O2 and charge +1, with ωB97M-V with the def2-TZVPD basis set.

Last column: Löwdin charge in e.
Positions of all 15 atoms, in Å:
C -1.1489 -1.1002 0.4226  -0.075
C -1.5501 0.2988 0.8007  -0.156
N 2.3414 -0.0208 -0.9979  0.263
N 0.0841 0.9078 -0.7528  0.047
N 1.5548 0.4474 -0.1088  -0.232
O 1.5958 0.5447 1.0451  0.221
O -0.7292 1.3381 0.1529  -0.082
H -0.1637 -1.3385 0.5576  0.033
H -1.6704 -1.7093 1.1524  0.105
H -1.5279 -1.2291 -0.5694  0.083
H -1.3456 0.2743 1.8866  0.133
H -2.6000 0.5007 0.5785  0.136
H 1.9585 0.0643 -1.9659  0.189
H 3.0275 -0.6754 -0.7497  0.149
H 0.1736 1.6973 -1.4517  0.186

- total charge = +1
- lowest unoccupied orbital energy (eV) = -5.36
- 2S+1 = 1
- frontier orbital gap (eV) = 9.44

Model two:
Computed, not measured: a 2-piece molecular cluster, C2H8N3O2 overall, with ωB97M-V with the def2-TZVPD basis set.

Last column: Löwdin charge in e.
Positions of all 15 atoms, in Å:
C 1.6831 -0.1598 -0.0425  -0.620
C -1.8035 -0.3638 -0.4108  -0.201
N 2.8764 0.4370 0.1404  0.192
N 0.5735 0.3992 -0.2160  0.105
N -2.4818 0.6998 -0.0069  0.212
O 1.6416 -1.4885 -0.1604  0.125
O -1.5855 -1.3780 0.3206  0.189
H -1.4802 -0.3676 -1.3883  0.136
H 2.7573 1.3350 0.5265  0.100
H 3.6465 -0.2393 0.3427  0.155
H 0.6024 1.3748 0.0089  0.067
H -2.9415 1.1626 0.7496  0.146
H 0.7427 -1.5571 -0.4502  0.077
H -2.1742 1.5246 -0.5618  0.158
H -2.0566 -1.3790 1.1483  0.159

- total charge = +1
- lowest unoccupied orbital energy (eV) = -4.02
- 2S+1 = 1
- frontier orbital gap (eV) = 9.37

Model three:
Computed, not measured: an isolated ion of composition C2H8N3O2 and charge +1, with ωB97M-V with the def2-TZVPD basis set.

Last column: Löwdin charge in e.
Positions of all 15 atoms, in Å:
C 2.2253 0.6853 0.4407  -0.045
C 1.2745 -0.3655 -0.1541  -0.132
N -3.3962 -0.2160 0.1656  0.263
N -1.1463 -0.6073 -0.0457  0.051
N -2.1742 0.3169 0.0751  -0.242
O -1.9335 1.4761 -0.0292  0.211
O -0.0275 -0.3151 0.6243  -0.044
H 1.9731 0.9628 1.4394  0.076
H 3.2077 0.2521 0.3704  0.083
H 2.1594 1.5928 -0.1607  0.084
H 1.7595 -1.3036 0.0426  0.106
H 1.1892 -0.3000 -1.2338  0.124
H -3.4440 -1.1304 0.4663  0.114
H -4.2867 0.2206 -0.0048  0.170
H -1.5026 -1.5145 -0.2964  0.180

- total charge = +1
- lowest unoccupied orbital energy (spin up / spin down) (eV) = -5.64 / -5.64
- 2S+1 = 1
- frontier orbital gap (spin up / spin down) (eV) = 9.40 / 9.40

Model four:
Computed, not measured: a 2-piece molecular cluster, C2H8N3O2 overall, with ωB97M-V with the def2-TZVPD basis set.

Last column: Löwdin charge in e.
Positions of all 15 atoms, in Å:
N -0.6505 -1.6439 0.0367  0.201
C -0.4883 -1.2460 -1.2095  -0.186
N 0.6295 -1.2387 -1.8687  0.219
H 0.1327 -1.7647 0.6653  0.143
H -1.5430 -1.4148 0.4464  0.138
H -1.3809 -0.9954 -1.7724  0.168
H 0.7353 -0.7262 -2.7312  0.152
H 1.4895 -1.5371 -1.4231  0.150
N 0.1251 1.4691 2.0105  0.176
C 0.5608 1.3749 0.7207  -0.684
O -0.4005 1.7084 -0.2010  0.065
O 1.6565 1.0269 0.3927  0.097
H 0.7903 1.1256 2.6909  0.124
H -0.8624 1.3194 2.1477  0.109
H -0.7941 2.5424 0.0950  0.126

- total charge = +1
- lowest unoccupied orbital energy (eV) = -3.67
- 2S+1 = 1
- frontier orbital gap (eV) = 10.59

Stability ranking, top and bottom: model four is the most stable and model one is the least stable.

Model one:
Computed, not measured: one molecule with the formula C7H10O, with ωB97M-V with the def2-TZVPD basis set.

Last column: Löwdin charge in e.
Positions of all 18 atoms, in Å:
C -0.9425 -1.4103 0.2277  -0.323
C -1.0836 0.0175 0.3778  -0.167
C -0.0376 1.0866 0.7620  -0.263
C 1.1929 0.2754 0.7326  -0.112
C 0.8669 0.1918 -0.8854  -0.167
C 0.2950 1.6423 -0.6595  -0.109
C -0.4614 -0.6024 -0.8833  -0.159
H 0.3480 -2.9700 0.4733  0.179
H -2.0539 -1.6760 0.0250  0.172
H -2.0936 0.3103 0.4829  0.124
H -0.2599 1.7134 1.6602  0.147
H 2.1578 0.8781 0.8631  0.130
H 1.1815 -0.5661 1.4104  0.095
H 1.7322 0.0428 -1.5633  0.130
H -0.6230 1.8145 -1.3683  0.135
H 1.0630 2.4681 -0.8587  0.123
H -0.9161 -0.7878 -1.8814  0.145
O -0.3657 -2.4284 1.0851  -0.080

- total charge = 0
- lowest unoccupied orbital energy (eV) = 0.83
- 2S+1 = 1
- frontier orbital gap (eV) = 10.53

Model two:
Computed, not measured: one molecule with the formula C7H10O, with ωB97M-V with the def2-TZVPD basis set.

Last column: Löwdin charge in e.
Positions of all 18 atoms, in Å:
C -0.2817 -0.3180 0.2480  -0.329
C -1.0136 -0.4295 -1.0271  -0.205
C -2.4779 0.1169 -1.2151  -0.087
C -1.3459 0.7250 -1.8533  -0.189
C 1.2310 -0.1856 0.4137  -0.130
C 1.8981 0.6253 1.6470  -0.073
C 1.9736 -0.8427 1.5590  -0.157
H -0.9231 -1.3019 -1.5501  0.110
H -3.0521 -0.5143 -1.8709  0.096
H -2.9810 0.5746 -0.3210  0.127
H -1.1684 0.7346 -2.9680  0.125
H -1.0229 1.7239 -1.4830  0.124
H 1.8701 -0.0842 -0.4774  0.132
H 1.2181 0.9878 2.4113  0.099
H 2.7133 1.2878 1.4098  0.090
H 2.8833 -1.3054 1.5293  0.067
H 1.4400 -1.4416 2.2909  0.113
O -0.9609 -0.3526 1.2570  0.086

- total charge = 0
- lowest unoccupied orbital energy (eV) = 1.11
- 2S+1 = 1
- frontier orbital gap (eV) = 10.63

Stability ranking, top and bottom: model two is the most stable and model one is the least stable.

Model one:
Computed, not measured: one molecule with the formula C7H10O, with ωB97M-V with the def2-TZVPD basis set.

Last column: Löwdin charge in e.
Positions of all 18 atoms, in Å:
C 1.5294 -1.0416 -0.1758  -0.128
C 1.6715 0.6395 -0.1947  -0.071
C 0.3278 0.9687 0.7490  -0.438
C 0.0658 -1.0099 0.0520  -0.213
C -1.5821 -1.1493 0.0737  -0.103
C -1.9420 0.3012 -0.0999  -0.155
C -0.9550 1.2659 -0.2630  -0.029
H 1.7376 -1.4236 -1.1034  0.068
H 2.1498 -1.6059 0.6716  0.144
H 1.7257 1.1064 -1.2423  0.107
H 2.8053 0.9378 0.0746  0.121
H 0.4999 1.7370 1.5259  0.152
H 0.1703 -0.2815 -0.8121  0.095
H -2.2343 -1.8364 -0.6106  0.127
H -1.8049 -1.4544 1.2570  0.163
H -3.0678 0.6628 -0.2988  0.138
H -1.1197 2.2853 -0.8629  0.129
O 0.0227 -0.1019 1.2598  -0.107

- total charge = 0
- lowest unoccupied orbital energy (eV) = 0.98
- 2S+1 = 1
- frontier orbital gap (eV) = 9.46

Model two:
Computed, not measured: one molecule with the formula C7H10O, with ωB97M-V with the def2-TZVPD basis set.

Last column: Löwdin charge in e.
Positions of all 18 atoms, in Å:
C 2.3726 -0.1979 -0.1134  -0.116
C 1.1071 -0.9836 -0.0173  -0.103
C -0.0529 -0.4281 -0.0349  -0.190
C -1.3509 -1.2311 0.2703  -0.089
C -2.4083 -0.2811 -0.1372  -0.187
C -0.4124 0.9691 -0.0192  -0.270
C 0.3130 2.0590 0.1957  0.093
H 3.1352 -0.7905 -0.6384  0.067
H 2.7346 0.2513 0.8623  0.097
H 2.3847 0.8575 -0.6249  0.093
H 1.4477 -1.9783 0.0306  0.102
H -1.2307 -1.4671 1.3397  0.131
H -1.4151 -2.1584 -0.2332  0.104
H -2.5319 -0.4391 -1.2413  0.143
H -3.3329 -0.2767 0.1742  0.073
H -0.2420 2.9259 -0.1545  0.078
H 1.3000 2.1856 0.3909  0.012
O -1.8179 0.9835 -0.0494  -0.039

- total charge = 0
- lowest unoccupied orbital energy (eV) = 0.96
- 2S+1 = 1
- frontier orbital gap (eV) = 9.40

Stability ranking, top and bottom: model two is the most stable and model one is the least stable.

Model one:
Computed, not measured: C6H11NO2 as an isolated structure, with ωB97M-V with the def2-TZVPD basis set.

Last column: Löwdin charge in e.
Positions of all 20 atoms, in Å:
C 0.2300 -0.0311 -0.0318  -0.414
C -0.6729 0.9784 0.3452  -0.048
C 0.3927 -0.3802 -1.4771  -0.038
C 0.5892 -1.1101 0.9430  -0.042
C 1.5289 1.6259 0.2656  -0.390
C -2.7172 -1.0685 -0.2868  -0.198
O 2.3435 1.3965 1.3188  0.065
N -2.2506 -0.1157 0.3641  0.001
O 1.7646 2.4731 -0.5478  0.084
H 3.0876 2.0298 1.3059  0.123
H -0.7319 1.2605 1.3882  0.108
H -0.9958 1.6963 -0.3992  0.114
H -0.2169 -1.2589 -1.7077  0.075
H 0.0993 0.4361 -2.1335  0.096
H 1.6074 -1.4596 0.7664  0.092
H -0.0664 -1.9695 0.7761  0.090
H 0.4920 -0.7745 1.9730  0.093
H 1.4302 -0.6471 -1.6833  0.096
H -2.1890 -1.6205 -1.0939  0.042
H -3.7248 -1.4607 -0.0851  0.051

- total charge = 0
- lowest unoccupied orbital energy (eV) = 0.29
- 2S+1 = 1
- frontier orbital gap (eV) = 7.66

Model two:
Computed, not measured: one molecule with the formula C6H11NO2, with ωB97M-V with the def2-TZVPD basis set.

Last column: Löwdin charge in e.
Positions of all 20 atoms, in Å:
C -0.7305 -0.4699 1.9370  -0.010
C 0.8264 1.5575 -1.5160  -0.137
C -0.3272 -0.8226 0.5108  -0.405
C -1.1220 0.4159 0.8297  -0.204
N 1.6467 -1.4932 -0.7416  0.101
C 1.1099 -0.5559 0.1485  -0.254
C -2.1019 1.2323 0.4866  0.071
O 0.9474 0.9662 -0.2526  -0.231
O -0.9756 -1.8501 -0.1808  0.034
H -0.6257 -2.6875 0.1484  0.109
H 2.6059 -1.3117 -1.0019  0.095
H 1.0461 -1.6772 -1.5368  0.095
H 0.0322 -0.1234 2.6230  0.111
H -1.4916 -1.0961 2.3840  0.115
H 1.7702 -0.4058 1.0036  0.149
H 1.8174 1.4704 -1.9902  0.078
H 0.0685 1.0718 -2.1401  0.079
H 0.5300 2.6013 -1.4044  0.085
H -2.3024 1.4804 -0.5436  0.057
H -2.7239 1.6975 1.2365  0.059

- total charge = 0
- lowest unoccupied orbital energy (eV) = 0.82
- 2S+1 = 1
- frontier orbital gap (eV) = 9.50

Stability ranking, top and bottom: model two is the most stable and model one is the least stable.

Model one:
Computed, not measured: one molecule with the formula CH5N3, with ωB97M-V with the def2-TZVPD basis set.

Last column: Löwdin charge in e.
Positions of all 9 atoms, in Å:
N -1.2954 -1.2186 -0.3515  -0.074
N 1.3795 0.9392 0.3322  0.040
C 0.1403 0.4307 -0.0038  -0.330
N -0.1901 -0.7816 0.3014  -0.095
H -1.3003 -2.2299 -0.4506  0.075
H -1.4918 -0.4574 -1.1008  0.112
H 1.9694 0.2753 0.8122  0.081
H 1.3805 1.8528 0.7609  0.073
H -0.5921 1.1894 -0.3001  0.119

- total charge = 0
- lowest unoccupied orbital energy (eV) = 1.22
- 2S+1 = 1
- frontier orbital gap (eV) = 8.80

Model two:
Computed, not measured: one molecule with the formula CH5N3, with ωB97M-V with the def2-TZVPD basis set.

Last column: Löwdin charge in e.
Positions of all 9 atoms, in Å:
C -0.2259 0.6072 -0.4033  -0.342
H 0.3963 -0.5114 2.3979  0.138
H 1.8262 -0.4583 1.3278  0.092
H -0.3441 -1.5732 -0.0965  0.149
H 0.4298 1.3084 0.1794  0.112
H -1.2763 0.3400 -2.0752  0.034
N 0.8128 -0.7904 1.3741  -0.087
N 0.0018 -0.6262 0.2173  -0.142
N -0.7684 1.0239 -1.4934  0.046

- total charge = 0
- lowest unoccupied orbital energy (eV) = 1.02
- 2S+1 = 1
- frontier orbital gap (eV) = 10.22

Stability ranking, top and bottom: model one is the most stable and model two is the least stable.

Model one:
Computed, not measured: a 3-piece molecular cluster, C5H18N2O3 overall, with ωB97M-V with the def2-TZVPD basis set.

Last column: Löwdin charge in e.
Positions of all 28 atoms, in Å:
C 1.6870 -1.3387 0.1631  -0.225
O 2.6350 -0.4465 0.5131  -0.060
C 0.3927 -0.7325 -0.6911  -0.390
C -0.6791 -1.8136 -0.7613  -0.146
C -1.8599 -1.5770 0.3400  -0.165
C -2.2814 -0.0956 0.4107  -0.282
N -1.6506 0.4806 1.6359  -0.025
N 0.7066 -0.1638 -1.9747  0.090
H 2.1954 -2.0025 -0.5698  0.134
H 1.3046 -1.7661 1.0664  0.105
H -0.0606 -0.0384 -0.1283  0.027
H -0.2324 -2.7688 -0.3864  0.112
H -1.2051 -1.6527 -1.7400  0.122
H -1.4766 -1.8595 1.3768  0.119
H -2.7411 -2.2102 -0.0961  0.126
H -3.3448 0.1726 0.5235  0.110
H -1.8549 0.5496 -0.3793  0.089
H -1.7081 1.4783 1.5331  0.051
H -0.6574 0.3702 1.7247  0.039
H 2.3721 0.2531 1.1469  0.071
H 0.5733 -0.8716 -2.6324  0.051
H 1.5545 0.2217 -1.9183  0.020
H 0.5689 3.5231 -1.6550  0.095
H -0.4909 2.4600 -1.0835  0.048
O 0.4379 2.7840 -0.9608  -0.105
H 1.3113 2.7723 1.1626  0.045
H 2.6427 1.9221 1.4875  0.031
O 1.8608 2.3500 1.8927  -0.088

- total charge = 0
- lowest unoccupied orbital energy (eV) = 0.37
- 2S+1 = 1
- frontier orbital gap (eV) = 9.19

Model two:
Computed, not measured: a 3-piece molecular cluster, C5H18N2O3 overall, with ωB97M-V with the def2-TZVPD basis set.

Last column: Löwdin charge in e.
Positions of all 28 atoms, in Å:
C 1.8315 2.0200 0.0085  -0.129
N 1.2720 0.7598 -0.4525  -0.078
C -0.1666 0.5206 -0.1978  -0.304
C -0.3202 -1.0215 -0.0011  -0.165
C -1.6589 -1.6440 -0.4132  -0.295
N -2.0105 -1.6713 -1.8320  0.010
C -0.5817 1.1245 1.1435  -0.203
O -1.9228 0.7145 1.5227  -0.082
H 2.5461 2.3811 -0.7438  0.073
H 1.1632 2.8707 0.0823  0.073
H 2.4223 1.9618 0.9244  0.081
H 1.7736 -0.0332 -0.0959  0.094
H -0.8095 0.7159 -1.0616  0.134
H 0.5017 -1.6060 -0.4422  0.116
H -0.2180 -1.2503 1.0600  0.092
H -1.7832 -2.5730 0.1499  0.106
H -2.4406 -1.0993 0.1281  0.098
H -1.1282 -1.7359 -2.3470  0.043
H -2.2377 -0.7220 -2.1349  0.064
H -0.0322 0.6856 1.9637  0.097
H -0.5349 2.2130 1.2451  0.114
H -2.5702 1.3552 1.2134  0.087
H 1.2928 0.3808 -2.8575  0.011
H 0.6591 -0.9525 -3.2256  0.008
O 0.9075 -0.1031 -3.6016  -0.065
H 1.1018 -0.4401 3.7065  0.041
H 1.3041 -1.8798 3.1569  0.046
O 1.6395 -0.9715 3.1020  -0.065

- total charge = 0
- lowest unoccupied orbital energy (eV) = 0.47
- 2S+1 = 1
- frontier orbital gap (eV) = 9.53

Stability ranking, top and bottom: model two is the most stable and model one is the least stable.